# 1
DFT (ωB97M-V with the def2-TZVPD basis set) results for a molecular structure, C21H31BiNOP2S.

Kohn-Sham gap ... 5.64 eV
HOMO ... -9.69 eV
Net charge ... +1
Energy relative to the best compared isomer or geometry (same formula, charge and spin) ... 0.000 eV

Cartesian coordinates (Å):
1 Bi 0.9390 0.8835 0.8570
2 S 0.0767 1.2504 4.4155
3 P 0.2505 -1.8716 -0.6102
4 P -1.7267 0.7672 -0.8155
5 O -0.0316 0.9999 2.8826
6 N 0.1038 -0.2192 -3.9644
7 C 1.5838 -1.8968 -3.0779
8 C -3.1513 -0.0995 -0.0439
9 C -1.2101 -2.8539 -0.0818
10 C -2.2681 2.4788 -0.4456
11 C 1.3636 -0.6336 -3.7170
12 C 2.4850 0.2539 -3.9150
13 C -1.4372 1.5766 -3.4949
14 C 0.4226 -2.5488 -2.3634
15 C 0.3135 -0.3932 5.0960
16 C -0.7796 3.8398 -4.0915
17 C 3.7941 -0.2445 -3.6829
18 C -0.1599 1.1049 -3.9394
19 C -1.7713 2.9037 -3.7422
20 C 1.5735 -2.8611 0.1841
21 C 0.8882 2.0712 -4.1781
22 C -1.6425 1.4808 4.8476
23 C 2.2013 1.5960 -4.1810
24 C 0.5355 3.4427 -4.2444
25 C 3.9858 -1.5537 -3.2783
26 C -2.2811 0.6753 -2.6254
27 C 2.8853 -2.3858 -2.9915
28 H -1.6070 -2.4311 0.8497
29 H -0.5090 -2.2857 -2.8840
30 H 1.5192 -2.7285 1.2721
31 H 0.5561 -3.6366 -2.3065
32 H -2.9534 -0.2268 1.0281
33 H 0.5588 -0.2767 6.1579
34 H -1.6669 3.1956 -1.0154
35 H -1.0560 4.8890 -4.2056
36 H -2.1268 2.6843 0.6234
37 H -1.6856 1.8261 5.8832
38 H 3.0238 2.2992 -4.3310
39 H 3.0410 -3.4057 -2.6481
40 H 2.1872 -0.1961 1.5875
41 H -0.6151 -0.9626 4.9686
42 H -2.1313 -0.3692 -2.9299
43 H 1.1426 -0.8779 4.5725
44 H 2.5571 -2.5166 -0.1577
45 H -1.9939 -2.8229 -0.8485
46 H -2.1675 0.5261 4.7203
47 H -4.0574 0.5077 -0.1724
48 H 1.4512 -3.9258 -0.0615
49 H -2.0553 2.2371 4.1758
50 H -0.9191 -3.8977 0.0956
51 H 0.5543 2.4882 0.4872
52 H -3.3298 2.5977 -0.7046
53 H 4.6317 0.4384 -3.8273
54 H 1.3426 4.1658 -4.4112
55 H -3.3422 0.9538 -2.6716
56 H -3.3059 -1.0870 -0.4930
57 H 4.9911 -1.9507 -3.1446
58 H -2.8025 3.2300 -3.5949

Atoms 1-6, force components in eV/Å:
-2.2 -3.3 0.2
0.0 -0.3 -1.0
0.5 -0.9 -1.4
-0.9 0.4 -1.2
-0.2 0.1 0.8
-0.1 0.3 2.2

Want to see where the charge sits? The natural (NBO) charges in e are:
1 Bi 1.1490
2 S 1.2624
3 P 0.8107
4 P 0.8008
5 O -1.0521
6 N -0.4856
7 C -0.0377
8 C -0.9403
9 C -0.9442
10 C -0.9562
11 C 0.2564
12 C -0.1399
13 C -0.0414
14 C -0.7190
15 C -0.8076
16 C -0.2236
17 C -0.1809
18 C 0.2611
19 C -0.1904
20 C -0.9545
21 C -0.1467
22 C -0.8009
23 C -0.0764
24 C -0.1701
25 C -0.2184
26 C -0.7106
27 C -0.1949
28 H 0.2286
29 H 0.2606
30 H 0.2267
31 H 0.2279
32 H 0.2265
33 H 0.2595
34 H 0.2481
35 H 0.2279
36 H 0.2244
37 H 0.2585
38 H 0.2191
39 H 0.2198
40 H -0.2247
41 H 0.2435
42 H 0.2567
43 H 0.2674
44 H 0.2450
45 H 0.2407
46 H 0.2449
47 H 0.2298
48 H 0.2266
49 H 0.2677
50 H 0.2347
51 H -0.1890
52 H 0.2243
53 H 0.2200
54 H 0.2193
55 H 0.2281
56 H 0.2409
57 H 0.2266
58 H 0.2208

# 2
DFT (ωB97M-V with the def2-TZVPD basis set) results for a molecular structure, C26H35BiO5S.

Kohn-Sham gap (alpha / beta) ... 5.96 / 5.96 eV
HOMO (alpha / beta) ... -7.40 / -7.40 eV
Energy relative to the best compared isomer or geometry (same formula, charge and spin) ... 1.245 eV

Cartesian coordinates (Å):
1 Bi -2.6586 0.5858 0.5946
2 S -2.6970 -0.7907 3.8731
3 O -2.3531 4.7416 -2.1627
4 O -3.9159 -1.1943 4.5346
5 O 0.7968 2.5149 -2.3801
6 O -2.0402 0.4459 4.2402
7 O -2.8847 -0.8287 2.3200
8 C -0.9843 -0.2774 -2.5340
9 C 0.2104 -4.2113 4.7997
10 C 1.1523 2.6465 -4.4845
11 C -3.9310 6.5404 -2.7523
12 C 1.4115 1.3736 0.1642
13 C 0.0979 1.7489 0.4985
14 C -0.0727 2.7195 -3.5499
15 C -0.5013 -4.2263 3.6002
16 C 0.5728 -0.3116 1.4512
17 C -0.3629 -1.9794 -1.1402
18 C -1.7137 5.6166 -3.1749
19 C -1.3704 -3.1908 3.2623
20 C -0.6901 -2.0092 5.2580
21 C -1.4810 -2.0823 4.1039
22 C 1.6576 0.0583 0.6802
23 C 0.9393 -5.4556 5.1951
24 C 2.9719 1.4931 -3.0083
25 C -2.1731 -0.6922 -1.8022
26 C -1.7668 -1.8710 -1.0442
27 C -3.6379 5.3083 -1.8547
28 C -2.6166 6.8250 -3.5005
29 C -0.4166 0.7978 1.4971
30 C 0.1337 -3.0756 5.6186
31 C 2.5916 4.0118 -2.7499
32 C 2.0019 2.6650 -3.1563
33 C 0.1287 -0.9765 -2.0385
34 H 0.7120 -3.0321 6.5544
35 H -4.2188 7.4113 -2.1496
36 H -0.8725 1.0419 2.4635
37 H -4.4256 4.5482 -1.9874
38 H 3.0337 1.0839 -1.9732
39 H 1.1788 -0.7534 -2.3266
40 H -0.7037 -1.1479 5.9217
41 H -0.9012 2.0072 -3.6832
42 H -2.4483 -2.5868 -0.5922
43 H 3.9947 1.8343 -3.2754
44 H 0.4247 -1.2685 1.9475
45 H -1.9851 -3.2666 2.3719
46 H -0.3632 -5.0933 2.9427
47 H -3.1850 -0.3931 -2.1193
48 H -2.7927 6.9043 -4.5732
49 H 1.1031 -6.0719 4.3064
50 H 1.2899 3.5396 -5.1260
51 H -4.7347 6.3100 -3.4602
52 H 0.2647 -2.7095 -0.6268
53 H -1.5003 5.0231 -4.0948
54 H 1.8946 -5.2205 5.6642
55 H -0.7282 5.9621 -2.7966
56 H 3.5278 4.1078 -3.3154
57 H -3.6457 5.6246 -0.7970
58 H -2.1607 7.7652 -3.1704
59 H 2.5329 -0.5569 0.4387
60 H -0.9557 0.4148 -3.3729
61 H -0.4664 2.5786 0.0798
62 H 2.6680 0.6737 -3.6849
63 H 1.3181 1.7333 -5.0776
64 H 1.8955 4.8572 -2.9396
65 H 2.1553 1.9551 -0.3611
66 H -0.5506 3.7063 -3.4555
67 H 2.7492 4.0793 -1.6474
68 H 0.3454 -6.0503 5.8985

Atoms 1-6, force components in eV/Å:
2.3 -1.7 0.0
0.2 -0.4 -1.3
-0.1 1.7 -1.4
0.8 0.5 -0.4
-1.4 -0.7 -0.6
-0.5 -0.1 0.1

Want to see where the charge sits? The natural (NBO) charges in e are:
1 Bi 1.4300
2 S 2.3882
3 O -0.5434
4 O -0.9166
5 O -0.5517
6 O -0.9721
7 O -1.0988
8 C -0.3020
9 C -0.0055
10 C -0.4504
11 C -0.4310
12 C -0.2225
13 C -0.2708
14 C -0.0640
15 C -0.2104
16 C -0.2354
17 C -0.2906
18 C -0.0807
19 C -0.2142
20 C -0.2064
21 C -0.2624
22 C -0.2367
23 C -0.6290
24 C -0.6381
25 C -0.3894
26 C -0.3008
27 C -0.0692
28 C -0.4364
29 C -0.5047
30 C -0.2056
31 C -0.6311
32 C 0.2674
33 C -0.1864
34 H 0.2152
35 H 0.2176
36 H 0.2969
37 H 0.1752
38 H 0.2277
39 H 0.2219
40 H 0.2384
41 H 0.1756
42 H 0.2298
43 H 0.2140
44 H 0.2233
45 H 0.2349
46 H 0.2111
47 H 0.2284
48 H 0.2166
49 H 0.2145
50 H 0.2056
51 H 0.2100
52 H 0.2197
53 H 0.1760
54 H 0.2189
55 H 0.1862
56 H 0.2056
57 H 0.1720
58 H 0.2129
59 H 0.2180
60 H 0.2054
61 H 0.2167
62 H 0.2113
63 H 0.2115
64 H 0.2105
65 H 0.2131
66 H 0.1867
67 H 0.2239
68 H 0.2256

# 3
DFT (ωB97M-V with the def2-TZVPD basis set) results for a molecular structure, C17H26Cl2MnOS4.

Kohn-Sham gap (alpha / beta) ... 7.42 / 3.97 eV
2S+1 ... 5
⟨S²⟩ ... 6.07
HOMO (alpha / beta) ... -17.17 / -17.17 eV
Net charge ... +3

Cartesian coordinates (Å):
1 Mn 9.5573 10.5814 8.1489
2 Cl 8.4917 6.0691 4.8010
3 Cl 7.8932 4.5868 7.4666
4 S 9.4132 11.5207 5.8919
5 S 7.9754 12.5149 8.7852
6 S 11.8563 9.9028 7.7789
7 S 9.8662 10.9138 10.4609
8 O 8.5339 7.7963 9.3527
9 C 11.2990 11.8403 5.7047
10 C 12.1887 11.5161 6.9751
11 C 8.8490 13.2328 6.1787
12 C 7.7454 13.4421 7.1959
13 C 8.8244 5.9260 6.6000
14 C 7.6313 6.6422 11.2887
15 C 7.9670 4.5218 12.9293
16 C 6.4895 6.1907 11.9785
17 C 6.7420 5.1330 12.8479
18 C 7.6063 7.6657 10.1450
19 C 12.4993 10.2140 9.4380
20 C 11.3722 9.9469 10.4620
21 C 9.1507 13.4509 9.9104
22 C 9.0933 4.9402 12.2556
23 C 6.2527 8.3310 9.9506
24 C 10.3009 12.6109 10.5042
25 C 8.9174 6.0219 11.4098
26 H 10.5633 12.9689 11.5687
27 H 6.3054 8.8782 9.0289
28 H 10.0768 4.4289 12.3992
29 H 5.8872 4.6644 13.3582
30 H 9.6586 6.5571 10.7381
31 H 11.6639 11.1487 4.9590
32 H 5.4722 6.4668 11.7955
33 H 9.7888 13.8335 6.5785
34 H 6.0187 8.9992 10.7706
35 H 12.1160 12.3838 7.6329
36 H 13.2874 9.4361 9.5306
37 H 11.7160 9.9555 11.5069
38 H 11.3573 12.9159 5.3931
39 H 11.2887 12.9131 9.9886
40 H 13.1820 11.4235 6.6091
41 H 13.0663 11.1511 9.5000
42 H 5.3440 7.6375 9.9634
43 H 8.4403 13.6212 10.7802
44 H 7.9753 3.5482 13.5522
45 H 10.9489 8.9498 10.2430
46 H 6.8380 12.9973 6.7557
47 H 7.6113 14.5333 7.3218
48 H 9.9086 5.8658 6.7097
49 H 9.4551 14.4211 9.4947
50 H 8.5535 6.8994 7.0144
51 H 8.6194 13.6425 5.1793

Atoms 1-6, force components in eV/Å:
-1.0 1.4 -0.4
0.1 -0.4 1.5
1.1 1.4 -0.9
1.5 -0.3 0.6
0.7 0.0 -0.9
-1.2 1.0 -0.5

Want to see where the charge sits? The natural (NBO) charges in e are:
1 Mn 0.9138
2 Cl -0.0073
3 Cl -0.0360
4 S 0.2472
5 S 0.2403
6 S 0.3108
7 S 0.3467
8 O -0.6030
9 C -0.4680
10 C -0.5422
11 C -0.5423
12 C -0.5245
13 C -0.3576
14 C -0.2210
15 C -0.2379
16 C 0.0352
17 C -0.0216
18 C 0.6176
19 C -0.5609
20 C -0.5514
21 C -0.5236
22 C 0.0053
23 C -0.7388
24 C -0.6245
25 C 0.0175
26 H 0.2976
27 H 0.2406
28 H 0.2792
29 H 0.2716
30 H 0.2676
31 H 0.2605
32 H 0.2622
33 H 0.2299
34 H 0.2608
35 H 0.2300
36 H 0.2842
37 H 0.2712
38 H 0.2725
39 H 0.2540
40 H 0.2689
41 H 0.2713
42 H 0.2737
43 H 0.2685
44 H 0.2928
45 H 0.2414
46 H 0.2669
47 H 0.2882
48 H 0.2203
49 H 0.2799
50 H 0.1861
51 H 0.2865

# 4
DFT (ωB97M-V with the def2-TZVPD basis set) results for a gas-phase ion, C4H9N2 (charge +1).

Kohn-Sham gap (alpha / beta) ... 6.64 / 9.20 eV
2S+1 ... 3
⟨S²⟩ ... 2.01
HOMO (alpha / beta) ... -11.63 / -16.06 eV
Net charge ... +1
Energy relative to the best compared isomer or geometry (same formula, charge and spin) ... 2.314 eV

Cartesian coordinates (Å):
1 N 0.1409 0.6875 -0.2524
2 N -1.6571 -0.8329 0.4841
3 C 1.2416 -0.0301 0.1954
4 C -1.1142 0.3029 -0.1917
5 C 0.5611 1.8510 -1.0068
6 C -1.9584 -2.1921 0.5122
7 H 1.3152 1.6441 -1.7663
8 H 1.9063 -0.1729 -0.7569
9 H -1.8076 -2.6681 -0.5128
10 H 1.7922 0.5558 1.0551
11 H 0.8898 -1.0150 0.6657
12 H -2.2323 -0.5554 1.3567
13 H 1.0115 2.5333 -0.2371
14 H -0.2685 2.4599 -1.3359
15 H -2.5095 -2.5795 1.3160

Atoms 1-6, force components in eV/Å:
-3.9 0.0 -1.7
-1.3 4.8 2.8
3.1 -2.6 1.9
1.2 -2.6 2.0
0.1 2.5 1.3
2.0 -1.9 -5.2

Want to see where the charge sits? The natural (NBO) charges in e are:
1 N -0.3519
2 N -0.6846
3 C -0.4503
4 C 0.7067
5 C -0.4311
6 C -0.1571
7 H 0.2474
8 H 0.2515
9 H 0.2036
10 H 0.2599
11 H 0.2504
12 H 0.4460
13 H 0.2410
14 H 0.2516
15 H 0.2170

| no. | molecular weight (g/mol) | F_max (eV Å⁻¹) |
| --- | --- | --- |
| 1 | 616.5 | 3.99 |
| 2 | 668.6 | 2.91 |
| 3 | 500.5 | 4.43 |
| 4 | 85.1 | 5.85 |